This record from the OMol25 dataset describes the molecule CH4N2O in a non-equilibrium geometry. The level of theory is ωB97M-V/def2-TZVPD.

Charge = 0
Multiplicity = 1
LUMO level = 0.0186 hartree
F_max = 6.75 eV/A
Electronic energy = -225.109725 a.u.

Each atom is followed by the atoms it is bonded to, with distances in Å.
Atoms and positions in Å:
1 C 0.72 0.46 -0.07  H4 1.058, N6 1.365, N7 1.255
2 H -2.12 -0.58 -0.53  O8 1.094
3 H -0.97 1.19 0.96  N6 1.214
4 H 1.01 1.48 -0.01  C1 1.058
5 H 0.93 -1.40 0.34  N7 1.141
6 N -0.61 0.74 -0.10  C1 1.365, H3 1.214, O8 1.518
7 N 1.53 -0.50 -0.01  C1 1.255, H5 1.141
8 O -1.20 -0.65 0.06  H2 1.094, N6 1.518

This record from the OMol25 dataset describes a cluster of 2 separate species, CH4N2O2 in total in a non-equilibrium geometry. The level of theory is ωB97M-V/def2-TZVPD.

Charge = -2
Multiplicity = 1
LUMO level (alpha / beta) = 0.2954 / 0.2956 hartree
F_max = 2.53 eV/A
Electronic energy = -300.158771 a.u.

Each atom is followed by the atoms it is bonded to, with distances in Å.
Atoms and positions in Å:
1 C -0.55 0.17 0.89  N3 1.435, H6 1.121, H7 1.062, H8 1.076
2 N 0.80 -0.76 -1.42  O4 1.344, H9 0.998
3 N 0.88 0.20 0.70  C1 1.435, O5 1.314
4 O -0.30 -1.48 -1.69  N2 1.344
5 O 1.34 1.43 0.73  N3 1.314
6 H -1.08 1.14 0.67  C1 1.121
7 H -1.11 -0.51 0.30  C1 1.062
8 H -0.77 -0.22 1.87  C1 1.076
9 H 0.78 0.02 -2.05  N2 0.998

charge of number 2 (CH4N2O2)?
-2

Look up the electronic energy of the second one.
-300.158771 a.u.